Record 1
C15H27LaN4O10PS2 | wB97M-V/def2-TZVPD

Output
- charge = +3
- 2S+1 = 1
- energy (eV) = -74209.582
- LUMO level (eV) = -13.609
- HOMO-LUMO gap (eV) = 2.2628

Each line ends with the Mulliken charge.
Cartesian coordinates (Å):
C  4.08554  0.88697  0.75601  -1.04
C  4.29328  -0.30193  -0.16123  -0.53
O  3.09753  -1.15871  -0.15388  -0.29
C  3.39879  -2.47139  -0.41165  -0.48
C  2.12563  -3.16253  -0.91656  0.63
O  1.61388  -2.63704  -2.03604  -0.42
C  0.58103  -1.60764  -1.85652  0.31
C  -0.77166  -2.14687  -2.33401  -1.18
O  -1.66427  -2.26103  -1.23508  -0.25
C  -2.56427  -1.15972  -1.13294  -0.37
N  -3.02892  -1.04780  0.22983  -0.10
C  -2.13900  -0.55058  1.23538  0.05
N  -0.93684  -1.43529  1.40900  -0.37
C  -1.06319  -2.60511  1.53929  0.62
S  -1.38329  -4.18803  1.51068  -0.29
C  -1.67935  0.92663  1.10821  -1.67
O  -1.27387  1.30209  2.43721  -0.35
N  0.16354  1.29586  2.63736  0.40
O  0.40631  0.95106  3.71492  -0.39
O  -0.60993  1.02153  0.22220  0.81
C  -0.43746  2.26157  -0.47497  0.59
S  -0.86418  3.69146  0.61034  -0.20
C  -1.24519  2.31004  -1.79895  -1.05
C  -2.72676  2.60467  -1.68415  -0.05
N  -3.28293  3.73411  -1.75160  -0.58
C  1.08204  2.31049  -0.85435  0.47
C  1.92363  3.15533  0.08637  -0.49
O  2.45876  4.15330  -0.30938  -0.49
P  -3.12389  -0.76207  2.86676  1.14
O  -3.88402  -1.99306  2.65904  -0.70
O  -2.18003  -0.84820  4.14002  -0.50
O  -4.04439  0.50248  2.99752  -0.48
H  3.63507  1.71359  0.21002  0.15
H  5.03246  1.21299  1.17915  0.49
H  3.42562  0.62419  1.58353  0.25
H  5.15553  -0.88199  0.17584  0.58
H  4.46232  0.01161  -1.19136  0.30
H  4.13131  -2.56187  -1.22519  0.48
H  3.78770  -2.99249  0.50491  0.10
H  1.30861  -3.23571  -0.09789  -0.72
H  2.43504  -4.24253  -1.19468  0.58
H  0.88234  -0.70147  -2.37535  0.43
H  0.47511  -1.33889  -0.80358  0.17
H  -1.18612  -1.55039  -3.14717  0.40
H  -0.64250  -3.15738  -2.72995  0.52
H  -2.12529  -0.23280  -1.51194  -0.09
H  -3.44061  -1.37190  -1.75029  0.54
H  -3.93765  -0.60354  0.28836  0.44
H  -2.54709  1.52295  0.81809  0.66
H  -0.43414  4.69139  -0.17560  0.30
H  -0.79234  3.04485  -2.46231  0.76
H  -1.12618  1.33900  -2.29641  0.07
H  -3.40244  1.75038  -1.55654  0.36
H  -2.58505  4.46726  -1.90559  0.26
H  1.20979  2.69059  -1.86358  0.48
H  1.42720  1.26985  -0.83166  -0.59
H  2.04807  2.82827  1.13157  0.48
H  -1.23582  -0.94132  3.97050  0.37
H  -3.80366  1.09284  3.73135  0.37
La  1.51619  -5.21803  0.47694  2.14

Force components x, y, z for each atom (eV/Å):
C -0.32 -0.11 -0.23
C 0.31 0.33 0.27
O -0.15 -0.23 0.24
C -0.23 0.21 0.24
C 0.56 1.05 -1.41
O -0.19 -0.11 0.39
C -0.81 0.43 -0.11
C -0.02 -0.31 0.19
O 0.24 0.22 -0.08
C -0.80 0.33 -0.14
N 0.98 -0.24 -0.40
C -0.64 1.92 0.25
N -0.79 -1.17 0.58
C 0.28 0.88 -0.77
S 1.58 -1.05 -0.16
C 0.91 -0.64 0.22
O -0.41 -0.11 -0.12
N 0.33 -0.22 0.08
O -0.11 0.27 -0.11
O -0.77 -0.06 -0.04
C 1.03 1.15 -1.15
S -0.18 -0.09 0.58
C -0.34 -0.37 0.15
C -0.21 -0.04 -0.01
N 0.33 -0.18 -0.04
C -0.59 -0.56 0.42
C -0.03 0.35 -0.24
O 0.09 -0.03 0.06
P -1.03 -1.26 0.45
O 0.38 -0.20 -0.22
O 0.09 0.39 -0.52
O 0.72 0.17 0.22
H 0.27 -0.12 0.13
H 0.05 0.07 -0.10
H 0.04 -0.06 0.05
H -0.12 -0.20 -0.02
H 0.01 -0.11 -0.05
H 0.08 -0.37 0.09
H 0.19 -0.13 -0.12
H -0.08 1.18 -0.33
H 0.28 0.48 -0.46
H 0.39 -0.24 -0.22
H 0.27 -0.07 0.05
H -0.03 0.10 0.05
H 0.07 0.03 -0.11
H 0.42 -0.20 0.01
H -0.06 0.03 0.08
H -0.17 -0.36 0.15
H 0.04 0.18 0.15
H 0.07 -0.25 -0.24
H 0.01 0.17 0.13
H 0.18 0.05 -0.04
H 0.08 -0.04 0.08
H -0.17 0.12 0.01
H 0.05 0.16 0.01
H 0.11 0.03 0.00
H -0.22 -0.06 0.00
H 0.04 0.30 0.26
H -0.15 0.17 -0.15
La -1.86 -1.59 2.01

---

Record 2
C15H27N2O3P | wB97M-V/def2-TZVPD

Output
- 2S+1 = 1
- energy (eV) = -34403.396
- LUMO level (eV) = -0.095
- HOMO-LUMO gap (eV) = 7.1137
- SMILES string = CC(C)(Cc1ccccc1)N[P@@](=O)([O-])OCC[N+](C)(C)C

Each line ends with the Mulliken charge.
Cartesian coordinates (Å):
O  -1.38022  -1.62817  1.07902  -0.65
O  -3.43217  -1.58781  0.11840  -0.85
O  -1.47311  -0.61603  -1.27486  -0.09
C  3.25838  4.04954  1.95468  -0.54
C  3.22907  2.83326  1.16116  -0.73
C  2.09411  4.19265  2.77356  -0.36
C  2.12933  2.02052  1.09578  -0.22
C  1.03361  3.39360  2.73027  -0.64
C  1.07714  2.22845  1.95351  0.59
N  -2.21902  0.71944  0.85974  -0.13
C  -2.07801  2.95384  1.37317  -1.61
C  -0.66629  2.11236  -0.42751  -1.33
C  -1.66854  -1.62623  -2.20592  -0.98
C  -0.14293  1.33441  1.92176  -1.24
C  -1.23863  1.73805  0.95085  1.32
C  1.05793  -2.05410  -1.15981  -1.48
C  0.53697  -4.46395  -0.88024  -0.91
C  0.79710  -3.52730  -3.11638  -0.75
C  -1.18281  -3.03876  -1.78703  -0.54
N  0.32155  -3.19578  -1.75706  0.35
P  -2.15888  -0.82952  0.19212  0.33
H  4.05307  4.77045  1.96114  0.42
H  3.99357  2.77795  0.43618  0.38
H  2.32219  5.05035  3.50024  0.22
H  2.10538  1.17611  0.44532  0.45
H  0.20391  3.66145  3.35564  0.48
H  -2.56721  0.54245  1.80952  0.43
H  -1.39471  3.75884  1.63863  0.42
H  -2.63393  2.61081  2.30297  0.37
H  -2.85423  3.17718  0.65288  0.39
H  -0.21267  1.22193  -0.96365  0.00
H  0.10794  2.90046  -0.39298  0.37
H  -1.51860  2.39411  -1.17201  0.39
H  -1.17485  -1.26512  -3.07841  0.46
H  -2.75040  -1.68825  -2.46058  0.43
H  0.14745  0.29165  1.91924  0.53
H  -0.64492  1.30656  2.96482  0.38
H  0.81033  -1.15474  -1.65829  0.52
H  2.13284  -2.29497  -1.08063  0.45
H  0.63099  -1.91500  -0.17586  0.51
H  1.60372  -4.54979  -0.51057  0.34
H  -0.04613  -4.48007  -0.02083  0.41
H  0.32178  -5.43579  -1.28447  0.42
H  0.29981  -2.82261  -3.85787  0.29
H  0.47542  -4.64544  -3.31609  0.32
H  1.88296  -3.43982  -3.29265  0.32
H  -1.63660  -3.71961  -2.52914  0.24
H  -1.55167  -3.23751  -0.74777  0.53

Force components x, y, z for each atom (eV/Å):
O 5.90 -2.79 2.83
O -1.83 1.28 -2.02
O 0.26 0.53 0.37
C -2.67 -3.62 -0.31
C 0.61 3.77 0.41
C 5.21 3.96 0.52
C 0.27 -0.25 1.01
C -0.91 -1.54 0.20
C -1.98 0.44 0.18
N -1.67 -1.32 -0.66
C 0.33 -0.90 2.32
C -0.52 -0.92 -2.33
C -0.95 -0.56 0.14
C -0.20 0.34 2.87
C 0.07 1.12 -1.79
C 0.14 -0.70 1.22
C 2.83 0.32 0.07
C -0.88 -1.28 -2.18
C -1.37 1.23 0.50
N 0.12 -2.83 0.56
P -3.17 0.53 0.20
H 0.28 -0.07 -0.01
H 0.96 -0.65 -0.66
H -1.55 -1.10 -0.87
H 0.07 -0.50 -0.41
H -0.45 -0.41 0.20
H -0.14 0.00 -0.54
H -0.43 0.49 -0.15
H 0.62 0.73 -0.74
H 0.28 0.23 -0.33
H -0.21 0.94 0.86
H -0.65 -0.23 0.11
H 1.36 -0.17 1.50
H 0.56 -0.02 -1.03
H 0.57 -0.32 0.28
H 0.01 -0.36 -1.10
H 0.70 0.55 -1.24
H 0.13 0.76 -0.94
H -0.59 0.16 -0.35
H -0.08 -0.02 0.57
H -1.01 0.55 -0.74
H -1.20 1.01 1.59
H -0.29 0.06 -1.41
H 0.53 -0.99 0.94
H 0.60 2.47 0.08
H -0.44 -0.02 0.70
H 0.62 -0.11 0.50
H 0.17 0.21 -0.95

---

Record 3
C15H27N2O4P2Tl | wB97M-V/def2-TZVPD

Output
- charge = +2
- 2S+1 = 1
- energy (eV) = -50417.340
- LUMO level (spin up / spin down) (eV) = -9.533 / -9.584
- HOMO-LUMO gap (spin up / spin down) (eV) = 5.1284 / 5.0415

Each line ends with the Mulliken charge.
Cartesian coordinates (Å):
Tl  -0.28628  -1.63797  1.89162  0.88
P  -2.33945  -0.39795  0.09308  0.59
C  -2.10295  -0.12440  -1.68307  -0.81
C  -0.81812  0.51659  -2.03663  0.50
N  0.27505  0.11743  -1.31780  0.22
C  1.43109  0.73416  -1.61970  0.48
C  1.63231  1.58434  -2.70456  -0.93
C  0.56702  1.83016  -3.54824  -0.69
C  -0.67713  1.29443  -3.23452  -0.89
C  2.59332  0.51932  -0.67791  -1.10
P  2.35099  -0.97775  0.41224  0.63
H  -1.59436  1.46089  -3.83289  0.49
H  2.61169  1.98906  -2.86937  0.60
H  0.66974  2.44357  -4.42025  0.48
H  3.53632  0.38761  -1.25809  0.76
H  2.71269  1.40221  -0.01438  0.54
H  -1.99647  -1.32762  -2.39121  0.20
H  -2.97696  0.31508  -2.15494  0.76
H  -1.22699  -2.90115  -1.92582  0.47
O  -1.89514  -2.47962  -2.53023  -0.48
H  -1.97288  -2.85619  -3.46824  0.37
H  -0.27001  -3.09437  -0.14993  0.07
O  -0.58439  -3.71727  -0.83467  -0.66
H  0.17482  -4.19915  -1.24518  0.37
C  2.94239  -2.24907  -0.81003  -1.20
H  3.98521  -1.99630  -1.13401  0.42
H  2.95661  -3.25020  -0.32019  0.39
H  2.29282  -2.29613  -1.71949  0.28
C  3.83700  -0.80002  1.44903  -1.26
H  3.90477  -1.65759  2.11408  0.42
H  4.73548  -0.73901  0.83362  0.43
H  3.75274  0.10196  2.05864  0.38
C  -3.17893  1.05589  0.83834  -1.23
H  -4.21105  1.17283  0.46692  0.45
H  -3.21201  0.91802  1.93424  0.36
H  -2.61880  1.98287  0.63673  0.36
C  -3.68010  -1.62076  0.01009  -1.23
H  -3.99816  -1.88763  1.02948  0.43
H  -4.55323  -1.20902  -0.53520  0.42
H  -3.35536  -2.53840  -0.50406  0.36
O  0.96071  2.76728  0.81726  -0.62
C  0.54506  2.31030  1.87498  -0.10
C  0.24684  3.15879  3.10774  -0.43
C  -0.22938  2.16454  4.15029  -0.58
C  -0.28574  0.86957  3.37749  0.47
O  -0.79675  -0.18906  3.82364  -0.72
N  0.26609  0.97878  2.15186  0.19
H  1.13825  3.69990  3.45386  0.29
H  -0.53282  3.88968  2.87082  0.26
H  0.48838  2.06729  4.97998  0.27
H  -1.21388  2.41410  4.56458  0.34

Force components x, y, z for each atom (eV/Å):
Tl 0.18 1.86 0.06
P -0.58 -0.98 0.43
C 1.87 2.88 0.17
C -0.73 -1.78 -0.53
N 0.71 1.44 -0.43
C -0.39 -1.12 2.06
C -0.76 0.22 -0.68
C -0.61 -0.02 -0.01
C -0.61 0.04 0.27
C -0.31 -0.23 0.12
P 1.05 -0.01 -1.23
H 0.86 0.07 0.30
H 0.23 0.22 -0.15
H 0.13 0.21 -0.32
H -0.51 0.00 0.50
H -0.28 -0.30 -0.46
H 0.26 -0.75 0.36
H -0.20 0.01 -0.23
H 0.39 -0.77 0.41
O -1.20 0.01 -3.04
H 0.31 0.64 1.88
H 0.32 -0.64 -0.46
O 0.76 -0.13 -0.41
H -0.57 0.51 0.86
C -0.10 -0.55 -0.06
H -0.88 -0.19 0.32
H 0.06 0.62 -0.42
H 0.43 0.09 0.76
C -0.39 -0.03 0.48
H 0.16 -0.05 0.08
H -0.08 -0.02 -0.06
H 0.00 -0.06 -0.01
C 0.25 0.48 0.05
H 0.42 -0.19 0.01
H 0.04 -0.08 -0.45
H -0.12 -0.35 0.05
C -0.52 -0.34 0.16
H 0.02 0.07 -0.34
H 0.41 -0.17 0.29
H -0.09 0.33 0.26
O -0.32 -0.88 0.60
C 0.39 0.75 -0.11
C 0.07 0.29 0.16
C -0.25 -0.04 0.40
C 0.38 0.67 -0.27
O 0.44 -0.53 -0.91
N -0.58 -0.85 0.15
H -0.24 -0.05 -0.41
H 0.26 0.00 -0.08
H -0.38 -0.12 -0.18
H 0.28 -0.19 0.06